Below is the ion C3H6N3 with charge +1 at a distorted geometry, with properties calculated with wB97M-V/def2-TZVPD.

Output
Total charge: +1
Energy above the lowest of the compared OMol25 structures with the same formula, charge and spin (kcal/mol): 116.8
SMILES: [H]/N=[N+](\C)N=C=C
Total energy (Ha): -281.731820
E_HOMO (eV): -15.07

```
12
Properties=species:S:1:pos:R:3:mulliken_charge:R:1
H 0.142 2.046 0.128 0.2806
N -0.269 1.156 0.046 -0.5635
N 0.527 0.196 0.074 1.0854
C 1.969 0.299 0.016 -0.5601
N 0.021 -1.025 0.033 -0.7701
C -1.207 -1.216 0.027 0.6669
C -2.422 -0.868 0.030 -0.5977
H 2.379 0.187 -1.032 0.3570
H 2.167 1.402 0.116 0.2370
H 2.716 -0.261 0.663 0.3063
H -2.941 -0.964 -0.932 0.2587
H -3.085 -0.951 0.830 0.2995
```

=====

Below is a cluster of 2 separate species, H3N3O2S in total at a distorted geometry, with properties calculated with wB97M-V/def2-TZVPD.

Output
Total charge: 0
Energy above the lowest of the compared OMol25 structures with the same formula, charge and spin (kcal/mol): 71.6
Total energy (Ha): -714.518269
E_HOMO (alpha / beta) (eV): -8.46 / -8.36

```
9
Properties=species:S:1:pos:R:3:mulliken_charge:R:1
N 0.436 1.403 0.002 -0.2984
N 0.471 0.347 -0.785 0.0385
N -1.066 -0.795 0.161 0.3797
O 1.513 -0.560 -0.472 -0.3751
O -1.249 -1.945 -0.175 -0.4908
S -1.862 0.093 1.176 -0.2415
H -0.521 1.645 0.134 0.2780
H 0.908 1.233 0.943 0.3161
H 1.371 -1.422 -0.984 0.3935
```

=====

Below is an isolated molecule of C6H6ClNS at a distorted geometry, with properties calculated with wB97M-V/def2-TZVPD.

Output
Total charge: 0
Energy above the lowest of the compared OMol25 structures with the same formula, charge and spin (kcal/mol): 13.0
SMILES: CC(C)=C(C#N)C(=S)Cl
Total energy (Ha): -1145.287496
E_HOMO (eV): -9.37

```
15
Properties=species:S:1:pos:R:3:mulliken_charge:R:1
C 0.189 0.321 1.684 -1.3578
C 0.327 0.358 0.195 1.2191
C 1.668 0.655 -0.397 -1.2713
C -0.632 -0.302 -0.588 0.1099
C -0.493 -0.110 -1.968 0.0715
N -0.382 0.054 -3.092 -0.4382
C -1.889 -1.039 -0.126 -0.2107
S -1.813 -2.492 0.675 -0.0891
Cl -3.348 -0.424 -0.981 -0.1497
H 1.092 -0.226 2.134 0.2910
H 0.255 1.284 2.095 0.3914
H -0.765 -0.095 1.980 0.4106
H 2.383 0.975 0.486 0.3119
H 1.856 -0.306 -0.849 0.3561
H 1.553 1.350 -1.250 0.3553
```